Entry A
Formula: C3H12N3O
Source: the Open Molecules 2025 dataset
Level of theory: ωB97M-V/def2-TZVPD

Summary:
* net charge: +1
* HOMO-LUMO gap: 9.64 eV

Last columns: bonded neighbours and bond lengths (Å).
Geometry (Å):
1 O 1.638 1.239 0.157  C7 1.403, H18 0.963
2 N -0.929 1.526 0.283  C5 1.610, H8 0.953, H14 1.098, H16 1.012
3 N -1.429 -0.226 -1.324  C5 1.400, H11 1.012, H17 1.047
4 N 2.124 -1.041 -0.113  C7 1.346, H9 1.024, H15 1.017
5 C -0.735 -0.018 -0.127  N2 1.610, N3 1.400, C6 1.561
6 C -1.001 -0.927 1.115  C5 1.561, H12 1.049, H13 1.033, H19 1.071
7 C 1.416 0.030 -0.518  O1 1.403, N4 1.346, H10 1.144
8 H -1.663 1.972 -0.132  N2 0.953
9 H 2.159 -1.248 0.889  N4 1.024
10 H 1.233 0.099 -1.646  C7 1.144
11 H -0.937 -0.855 -1.947  N3 1.012
12 H -0.944 -1.919 0.779  C6 1.049
13 H -0.452 -0.641 1.942  C6 1.033
14 H 0.044 1.964 0.024  N2 1.098
15 H 2.511 -1.788 -0.683  N4 1.017
16 H -1.103 1.757 1.253  N2 1.012
17 H -2.427 -0.540 -1.297  N3 1.047
18 H 2.563 1.506 0.121  O1 0.963
19 H -2.065 -0.890 1.225  C6 1.071


Entry B
Formula: C3H12N3O
Source: the Open Molecules 2025 dataset
Level of theory: ωB97M-V/def2-TZVPD

Summary:
* net charge: +1
* HOMO-LUMO gap: 10.77 eV

Last columns: bonded neighbours and bond lengths (Å).
Geometry (Å):
1 O 0.710 2.539 0.856  C6 1.382, H18 1.015
2 N -0.386 -1.242 -1.497  C5 1.391, C7 1.416, H9 1.058
3 N 0.035 -1.105 0.911  C7 1.353, H10 1.047, H17 0.921
4 N 1.213 0.300 -0.535  C7 1.393, H13 1.129, H14 1.103
5 C -0.847 -2.554 -1.505  N2 1.391, H15 1.211, H16 1.300, H19 1.117
6 C -0.312 2.652 1.780  O1 1.382, H8 1.201, H11 1.101, H12 1.104
7 C 0.300 -0.739 -0.365  N2 1.416, N3 1.353, N4 1.393
8 H -1.249 3.275 1.360  C6 1.201
9 H 0.048 -0.889 -2.395  N2 1.058
10 H 0.641 -0.886 1.737  N3 1.047
11 H 0.269 3.209 2.531  C6 1.101
12 H -0.859 1.726 2.030  C6 1.104
13 H 1.754 0.280 -1.525  N4 1.129
14 H 0.996 1.342 -0.246  N4 1.103
15 H -1.187 -3.085 -0.471  C5 1.211
16 H 0.066 -3.420 -1.830  C5 1.300
17 H -0.327 -1.948 0.991  N3 0.921
18 H 0.823 3.409 0.344  O1 1.015
19 H -1.689 -2.866 -2.169  C5 1.117


Most stable structure among those shown: entry A. Next: +3.9 kcal/mol.